This record from the Open Molecules 2025 dataset describes a molecular structure, C32H84As4F24N5O5. The level of theory is ωB97M-V/def2-TZVPD.

Output
- Electronic energy: -13259.59370 Ha
- Total charge: +1
- Energy above the lowest of the compared OMol25 structures with the same formula, charge and spin: 0.000 eV
- Molecular weight: 1374.7 g/mol
- HOMO-LUMO gap: 9.837 eV

The geometry in XYZ format:
```
154
Properties=species:S:1:pos:R:3:forces:R:3
C -2.78827 5.92054 4.04120 -0.1400 0.6028 0.2407
C -1.90432 4.81061 3.57915 -0.1313 -1.3191 -1.0539
N -2.08901 4.42584 2.10818 0.9648 -0.4345 -0.6368
C -1.72409 5.54758 1.21000 -0.3412 1.7221 0.3578
C -1.12181 3.28822 1.73671 1.6517 0.9053 -0.2654
C 0.37995 3.67529 1.67278 -1.1138 0.0374 0.9258
C -3.45625 3.87786 1.73694 0.7191 -0.7479 1.3597
C -3.99402 2.87530 2.77095 -1.8675 -0.7643 -1.1455
O -3.38310 1.60106 2.70833 1.9709 0.4929 0.4805
C -3.80796 0.56331 3.58392 -0.4831 0.9164 -0.6500
H -3.85488 5.70819 3.95920 0.0491 0.0243 -0.4683
H -2.50487 6.83279 3.51592 -0.4160 0.1103 0.0700
H -2.67158 6.11820 5.10785 0.4207 -0.1282 -0.0279
H -2.11897 3.86522 4.07531 0.3049 0.1356 0.3930
H -0.84138 5.03297 3.61564 -0.0468 0.1087 0.4435
H -1.58923 5.26932 0.17248 -0.3842 -0.3183 -0.1631
H -0.81964 6.05950 1.53830 0.1816 -0.4895 0.2418
H -2.46000 6.34692 1.29964 -0.3915 -0.3443 -0.3243
H -1.27049 3.12232 0.67083 -0.9028 -0.7016 0.2239
H -1.29519 2.45783 2.41089 -0.2349 -0.1524 -0.3308
H 0.77514 3.91982 2.65913 0.2611 -0.0220 -0.0932
H 0.46668 4.52427 1.00364 0.4620 -0.0961 -0.0928
H 0.88431 2.79635 1.27592 0.1356 0.0828 0.0518
H -3.26103 3.32529 0.82343 -0.5760 0.4067 -0.3651
H -4.15559 4.70213 1.63892 -0.0036 -0.0359 -0.2676
H -4.98718 2.62787 2.36662 -0.4027 0.7701 0.2434
H -4.15875 3.30034 3.76305 0.3929 -0.1898 0.2020
H -4.84463 0.36349 3.29204 -0.0388 -0.6179 0.2780
H -3.78037 0.80348 4.64895 0.1148 0.2935 -0.0143
H -3.11520 -0.24896 3.38583 -0.2485 -0.2397 0.0073
C 7.88299 2.20176 0.30992 0.1010 0.0814 1.0441
C 6.50300 1.77205 -0.14327 -0.5694 0.8181 -0.5132
N 6.00744 2.32223 -1.48500 0.5673 -0.2042 -0.4566
C 6.92269 1.74799 -2.55134 -0.2334 0.3919 1.0267
C 4.60952 1.76481 -1.68066 0.0393 1.1414 -0.1631
C 3.95129 2.34180 -2.91010 -0.7241 -1.2261 -0.9416
C 6.09827 3.85861 -1.65035 -0.0139 -1.3549 1.1832
C 5.31850 4.65453 -0.59975 0.3228 -0.7150 -0.4810
O 5.85347 4.37299 0.66391 0.3701 0.2118 0.0774
C 5.58684 5.35486 1.63918 -0.1932 0.3535 0.6285
H 8.71773 2.28199 -0.38479 -0.2779 -0.4043 -0.3509
H 8.14718 1.45922 1.06675 0.2722 -0.0119 -0.1123
H 7.87710 3.14569 0.85238 -0.3043 0.0539 -0.1702
H 5.71619 2.11874 0.51975 0.3823 -0.1726 0.4826
H 6.39431 0.69219 -0.21109 0.1215 -0.0004 -0.2125
H 7.94638 1.95717 -2.25252 -0.0373 0.1003 -0.0911
H 6.72223 2.25311 -3.48867 -0.0943 -0.4952 -0.2364
H 6.78067 0.67264 -2.49459 -0.0754 -0.0196 -0.6325
H 3.99747 2.06385 -0.83002 0.2861 -0.3987 0.3259
H 4.72358 0.68514 -1.72310 -0.1547 0.0036 0.1213
H 3.23163 1.59406 -3.26155 -0.0838 0.0184 0.1659
H 4.61502 2.40763 -3.77204 0.0557 0.4150 0.0784
H 3.33746 3.22760 -2.76459 0.4637 0.2805 0.1093
H 5.74354 4.05522 -2.65642 0.1325 0.2156 -0.0072
H 7.17313 3.97919 -1.53760 -0.0199 0.7056 -0.1861
H 4.26357 4.36378 -0.64558 -0.1516 0.2743 -0.0162
H 5.43764 5.70971 -0.86000 -0.1710 0.0676 0.0068
H 4.61635 5.18947 2.11764 -0.1688 0.1801 -0.3023
H 5.66770 6.36141 1.22022 -0.2272 -0.0105 -0.0473
H 6.30685 5.31111 2.45767 0.2466 -0.3616 -0.2835
C -7.14402 -2.70582 3.76742 -1.6170 -1.4953 -1.0759
C -6.80364 -4.15453 3.34283 2.5221 0.8205 0.2934
N -6.38905 -4.27556 1.88623 -0.0821 -1.1729 -1.0975
C -5.72816 -5.62011 1.69325 0.5630 -0.3528 1.6031
C -7.67989 -4.36808 1.05470 0.4713 0.4361 0.2565
C -7.45304 -4.44102 -0.44846 -0.7860 -0.6006 -0.1139
C -5.40459 -3.24676 1.33384 -1.3839 0.1721 0.8292
C -4.17691 -3.03941 2.19433 0.0822 -0.1777 -0.7282
O -3.29146 -4.10630 1.95836 0.1764 -0.0162 0.4557
C -2.03546 -3.91250 2.60235 0.7095 0.9975 0.3814
H -6.44657 -1.99513 3.33966 0.0025 0.0733 0.2019
H -7.24494 -2.60277 4.84291 0.2607 -0.1155 0.0458
H -8.14318 -2.57469 3.34370 0.0428 0.8608 0.1526
H -7.49709 -4.97390 3.50338 -0.4576 0.4103 0.2180
H -5.88717 -4.40617 3.88105 -0.1172 -0.3423 0.0605
H -5.17191 -5.71270 0.76828 -0.5210 0.0667 -0.2933
H -6.46079 -6.39489 1.90499 -0.0668 -0.0654 -0.5135
H -4.96381 -5.73831 2.46248 -0.0222 0.2333 -0.0379
H -8.34823 -3.56704 1.37193 0.2660 0.3332 -0.2914
H -8.14531 -5.26173 1.46518 -0.0128 -0.1943 -0.3763
H -8.35340 -4.91436 -0.84864 -0.0602 0.1776 -0.0766
H -6.66697 -5.13042 -0.75065 0.1892 0.1214 0.1914
H -7.34323 -3.50212 -0.98480 0.1497 0.1618 0.3257
H -6.01084 -2.34383 1.26094 0.3293 0.2125 -0.1312
H -5.15143 -3.58937 0.33488 0.1609 0.0924 0.0287
H -4.40457 -2.94115 3.25845 -0.0739 0.0191 0.0912
H -3.77093 -2.07938 1.85724 0.2589 0.0305 0.0329
H -1.27907 -3.52933 1.91556 -0.1073 -0.2774 -0.3056
H -1.62068 -4.78350 3.10388 -0.4484 -0.4339 -0.3921
H -2.10026 -3.14156 3.37953 -0.2993 -0.0270 0.0812
C -1.41050 -0.55758 0.20395 0.3847 2.0366 0.6334
C -1.23184 -0.53375 -1.32264 0.7855 -0.7808 1.1438
C -1.01108 0.83983 -1.89631 -0.2350 0.5535 0.4432
O 0.04462 1.45447 -1.14535 0.2968 -0.1867 -0.2598
C 0.35886 2.75567 -1.66955 -0.9673 -1.4063 -0.5836
N 0.06356 -1.35333 -1.57864 -0.6138 0.1864 0.1274
H -0.05181 -2.08748 -2.29316 -0.5146 -0.1742 0.0802
H 0.86879 -0.80222 -1.87716 -0.2941 0.5057 0.2224
H 0.32080 -1.75412 -0.67769 0.2664 -0.4493 -0.2936
H -1.57083 -1.53377 0.65242 0.0907 -0.1467 -0.2311
H -2.16505 0.14987 0.57378 -0.7617 -0.4513 -0.6481
H -0.59087 -0.02055 0.69394 0.5615 -0.8079 -0.1645
H -2.09254 -1.08686 -1.68357 0.3219 0.1326 -1.0675
H -1.91808 1.43630 -1.76338 -0.1572 -0.0180 -0.2262
H -0.75905 0.82284 -2.95816 -0.1091 -0.2071 -0.1043
H -0.60923 3.25385 -1.77845 0.3841 0.9323 0.4393
H 0.71214 2.67697 -2.70344 0.3148 -0.0560 0.0346
H 1.12932 3.14875 -1.01746 -0.2193 0.5062 0.0319
C 6.52762 -5.14787 -1.33782 0.4566 0.5589 -0.8448
C 5.52946 -3.98579 -1.31645 -0.0403 -0.3910 0.6292
C 4.68606 -3.92723 -2.58977 0.0628 -0.4438 -0.5404
O 3.67329 -2.97199 -2.50205 0.2728 0.6208 1.0113
C 2.84180 -2.76792 -3.63583 0.0528 -0.9118 -0.5134
N 4.63437 -4.08655 -0.09124 -1.0902 -0.3872 0.2191
H 4.40161 -3.22888 0.42669 0.0913 0.4852 -0.5248
H 3.71961 -4.41181 -0.41769 -0.5239 -0.2642 0.0633
H 4.87759 -4.72727 0.66687 0.5315 -0.3245 -0.4962
H 7.03866 -5.18935 -0.37827 -0.1839 -0.5965 0.0813
H 7.32950 -4.96838 -2.06204 -0.0619 0.5896 0.0868
H 6.14386 -6.07680 -1.75872 -0.4922 -0.1884 0.8666
H 6.07163 -3.06146 -1.12751 0.0059 0.1457 -0.4453
H 4.22385 -4.87462 -2.89302 0.1327 -0.3808 0.5953
H 5.46693 -3.78872 -3.35357 -0.3000 0.6579 -0.3488
H 2.28627 -3.65749 -3.95892 0.4540 -0.3244 0.1812
H 3.48858 -2.43872 -4.45244 -0.4449 0.3726 -0.1687
H 2.02129 -2.10232 -3.38194 0.5134 0.5433 0.0424
As 0.53238 -5.53747 -0.91388 -1.4132 -1.1423 -2.0786
F 0.38015 -7.27397 -1.13090 0.0791 0.7479 0.7512
F -1.06950 -5.22361 -1.55708 0.4441 -0.1131 0.5019
F 0.68923 -3.78016 -0.68056 0.4896 -0.5997 -0.0831
F 2.22885 -5.71580 -0.41654 -0.3790 0.3125 0.3517
F 1.07531 -5.55704 -2.57760 0.5038 0.9497 0.5135
F -0.16654 -5.66131 0.66074 0.6659 0.0670 0.2712
As 2.95993 -0.50862 1.45262 -0.9515 -0.1412 0.8302
F 3.20794 -2.24521 1.34493 0.2188 0.1389 -0.2887
F 1.26725 -0.77747 1.86490 0.7232 -0.1970 -0.5182
F 2.58074 1.18269 1.43694 0.5057 0.2425 0.3422
F 4.65360 -0.16353 1.15816 -0.3711 -0.2651 -0.2911
F 2.63006 -0.48612 -0.28113 0.1889 -0.2901 0.4477
F 3.34660 -0.64474 3.14958 -0.1563 0.5308 -0.6811
As -3.37803 5.20208 -2.81357 -0.9836 0.9250 -1.3970
F -4.90984 5.05852 -3.64952 0.6567 -0.5393 0.4617
F -2.86843 3.53277 -3.04806 -0.2824 0.6167 0.2517
F -1.85610 5.52730 -1.97817 -0.0219 -0.5520 0.2041
F -3.77673 6.86244 -2.46230 0.0900 -0.2056 0.0657
F -4.20718 4.72575 -1.32237 0.7323 -0.0995 -0.0043
F -2.67381 5.65782 -4.35629 0.0907 -0.3239 0.9421
As -1.60337 -1.97283 -5.11565 -0.8953 -0.7967 -0.7326
F -2.71142 -1.03038 -4.09885 0.9199 -0.1643 -0.0751
F -0.98748 -2.81385 -3.68760 0.2387 0.4381 0.4287
F -0.49625 -2.95265 -6.06310 -0.4993 0.6584 0.3000
F -2.28013 -1.20735 -6.51754 0.6666 -0.0779 0.4649
F -0.32215 -0.76220 -4.91294 -0.5910 -0.3059 0.1512
F -2.83570 -3.21180 -5.19055 0.4636 0.3623 -0.0840
```
Forces are in eV/Å.